{
  "formula": "C20H31N3O4S",
  "method": "ωB97M-V/def2-TZVPD",
  "total_energy_ev": -44738.9932,
  "homo_ha": -0.3151,
  "gap_ha": 0.3368,
  "relative_energy_kj_mol": 226.7,
  "smiles": "C[C@H]1CCCCN1C(=O)c1ccc(OC2CCN(S(=O)(=O)N(C)C)CC2)cc1",
  "lumo_ha": 0.022,
  "species": ["C", "C", "C", "C", "C", "C", "N", "C", "O", "C", "C", "C", "C", "O", "C", "C", "C", "N", "S", "O", "O", "N", "C", "C", "C", "C", "C", "C", "H", "H", "H", "H", "H", "H", "H", "H", "H", "H", "H", "H", "H", "H", "H", "H", "H", "H", "H", "H", "H", "H", "H", "H", "H", "H", "H", "H", "H", "H", "H"],
  "coordinates": [[5.404, 0.299, -2.233], [4.726, -0.420, -1.064], [5.011, -1.931, -1.060], [6.447, -2.248, -0.652], [6.744, -1.612, 0.703], [6.479, -0.111, 0.635], [5.119, 0.152, 0.210], [4.268, 0.753, 1.074], [4.605, 1.100, 2.193], [2.873, 1.000, 0.585], [2.605, 1.987, -0.360], [1.308, 2.260, -0.734], [0.239, 1.555, -0.173], [-0.993, 1.922, -0.620], [-2.155, 1.284, -0.126], [-3.339, 2.197, -0.448], [-4.641, 1.542, 0.004], [-4.784, 0.254, -0.636], [-6.307, -0.400, -0.547], [-6.273, -1.634, -1.265], [-7.224, 0.620, -0.942], [-6.486, -0.712, 1.102], [-7.439, 0.116, 1.804], [-6.509, -2.105, 1.485], [-3.714, -0.663, -0.319], [-2.386, -0.079, -0.790], [0.505, 0.578, 0.780], [1.812, 0.317, 1.158], [5.222, 1.368, -2.167], [6.477, 0.133, -2.240], [4.994, -0.064, -3.172], [3.645, -0.279, -1.167], [4.799, -2.335, -2.051], [4.330, -2.406, -0.350], [7.144, -1.865, -1.399], [6.581, -3.330, -0.599], [7.781, -1.787, 0.991], [6.099, -2.054, 1.465], [6.600, 0.350, 1.618], [7.176, 0.363, -0.064], [3.418, 2.549, -0.794], [1.086, 3.025, -1.461], [-2.083, 1.164, 0.966], [-3.211, 3.159, 0.048], [-3.365, 2.363, -1.525], [-4.644, 1.431, 1.099], [-5.501, 2.140, -0.296], [-8.443, -0.324, 1.798], [-7.480, 1.080, 1.307], [-7.112, 0.245, 2.837], [-7.526, -2.511, 1.482], [-5.911, -2.662, 0.770], [-6.086, -2.210, 2.486], [-3.677, -0.853, 0.765], [-3.936, -1.595, -0.838], [-1.573, -0.768, -0.557], [-2.416, 0.067, -1.871], [-0.290, 0.017, 1.246], [2.008, -0.433, 1.910]],
  "atomic_forces_ev_per_a": [[-0.18, -0.12, 0.21], [-0.29, -0.20, -0.45], [0.07, 0.15, -0.07], [-0.17, -0.10, 0.19], [0.08, 0.15, -0.26], [0.24, -0.05, 0.44], [0.15, -0.02, -0.06], [-0.13, 0.09, 0.01], [-0.08, 0.05, 0.29], [-0.20, 0.10, 0.21], [-0.03, -0.16, 0.11], [-0.21, -0.04, -0.01], [0.26, 0.05, -0.04], [0.13, 0.12, -0.05], [-0.38, -0.20, -0.11], [0.20, -0.25, 0.22], [-0.06, 0.55, 0.04], [-0.71, -0.24, -0.40], [0.37, 0.10, 0.24], [0.12, -0.18, 0.21], [-0.02, 0.17, 0.25], [-0.04, 0.14, -1.05], [-0.16, 0.36, 0.11], [0.15, -0.39, 0.00], [0.36, -0.45, -0.10], [0.00, 0.20, 0.28], [-0.35, 0.03, -0.05], [0.30, 0.10, -0.11], [0.00, 0.12, -0.03], [0.14, 0.02, -0.05], [0.00, -0.04, -0.13], [0.26, -0.06, 0.01], [-0.07, -0.03, -0.02], [-0.06, -0.03, -0.01], [0.08, -0.03, -0.05], [0.05, 0.00, -0.08], [0.01, -0.01, 0.07], [0.00, -0.01, 0.08], [0.04, -0.01, -0.21], [0.01, 0.00, 0.03], [0.09, 0.06, -0.07], [-0.03, 0.10, -0.09], [0.01, 0.02, -0.09], [-0.01, 0.01, 0.00], [-0.01, 0.04, -0.06], [-0.02, 0.02, 0.00], [0.13, 0.14, 0.14], [0.00, 0.02, 0.00], [-0.13, 0.10, 0.23], [-0.02, 0.00, -0.02], [0.01, -0.01, 0.00], [0.00, -0.22, 0.18], [-0.02, -0.01, -0.02], [0.00, -0.03, 0.00], [0.20, -0.04, 0.12], [-0.02, -0.02, -0.02], [0.03, -0.01, -0.05], [-0.10, -0.03, 0.01], [0.01, -0.06, 0.09]]
}